1.
Entry from the Open Molecules 2025 dataset: the molecule C20H25ClN4O4S2 in a non-equilibrium geometry (the ωB97M-V functional and the def2-TZVPD basis).

XYZ file:
```
56
Properties=species:S:1:pos:R:3:lowdin_charge:R:1
C 2.58533 2.84999 1.34018 -0.04
N 1.51195 2.24926 2.10645 -0.07
C 0.20206 2.44991 1.83243 -0.54
O -0.68455 1.83923 2.40022 0.04
C -0.15699 3.49630 0.78560 -0.33
S -1.35403 2.72450 -0.35279 1.01
C -0.39852 1.32113 -0.71511 -0.60
N 0.90571 1.28005 -0.64696 0.03
N 1.27948 0.02046 -0.89392 0.08
C 0.21059 -0.70126 -1.12826 -0.23
C 0.26896 -2.12823 -1.38890 -0.14
C 1.35131 -2.83109 -0.85088 -0.01
C 1.48119 -4.18890 -1.05446 -0.09
C 0.52631 -4.85893 -1.80625 -0.67
Cl 0.67650 -6.55912 -2.06087 0.68
C -0.54296 -4.17521 -2.36234 -0.09
C -0.67134 -2.81346 -2.15761 -0.01
N -0.90697 0.09452 -1.02176 0.02
C -2.29798 -0.22515 -1.14424 -0.08
C -2.81309 -0.02512 -2.59521 -0.31
C -3.67438 1.22977 -2.75150 -0.13
C -5.05711 0.69642 -2.38417 -0.15
C -5.00538 -0.72166 -2.95475 -0.18
O -3.63739 -1.11307 -2.96878 -0.11
C 1.81594 1.13264 2.99628 -0.29
C 2.97363 1.44089 3.97804 -0.17
C 4.22997 0.68610 3.59902 -0.21
S 3.52848 -0.90163 3.04729 0.66
O 4.38940 -1.56967 2.11134 -0.32
O 3.08986 -1.64651 4.19300 -0.31
C 2.10919 -0.14362 2.20956 -0.15
H 2.57292 3.93583 1.45106 0.10
H 3.53489 2.48183 1.71171 0.08
H 2.49966 2.57832 0.28527 0.08
H -0.69474 4.31907 1.25655 0.09
H 0.67582 3.86406 0.19714 0.06
H 2.08925 -2.29750 -0.27275 0.11
H 2.31594 -4.72488 -0.63192 0.11
H -1.27148 -4.70250 -2.95773 0.11
H -1.49760 -2.30308 -2.62514 0.10
H -2.44408 -1.26945 -0.85781 0.14
H -2.84856 0.41577 -0.44922 0.12
H -1.94749 -0.01615 -3.27040 0.16
H -3.66057 1.55778 -3.79134 0.12
H -3.33787 2.04612 -2.11686 0.07
H -5.17934 0.66871 -1.30124 0.11
H -5.86569 1.28167 -2.81386 0.11
H -5.37882 -0.74840 -3.98569 0.12
H -5.56997 -1.44317 -2.35834 0.12
H 0.89948 0.99284 3.57887 0.15
H 3.13595 2.51814 4.03120 0.12
H 2.66942 1.09921 4.96802 0.12
H 4.77565 1.09691 2.75518 0.09
H 4.89895 0.52415 4.43674 0.11
H 1.27824 -0.84084 2.21445 0.12
H 2.41486 0.05700 1.18546 0.08
```

Calculated values
SMILES   CN(C(=O)CSc1nnc(-c2ccc(Cl)cc2)n1C[C@@H]1CCCO1)[C@@H]1CCS(=O)(=O)C1
Orbital gap   8.839 eV
Calculated total energy   -69488.8508 eV
HOMO energy   -8.45 eV
ΔE to the lowest compared entry with this formula, charge and spin   4.2 kcal/mol

***

2.
Entry from the Open Molecules 2025 dataset: a structure of composition C20H25ErN4O2P2S in a non-equilibrium geometry (the ωB97M-V functional and the def2-TZVPD basis).

XYZ file:
```
55
Properties=species:S:1:pos:R:3:lowdin_charge:R:1
Er 0.57054 0.17569 0.36229 1.21
N 7.31869 -4.58386 0.15776 0.17
C 6.22919 -3.79991 0.15008 -0.28
C 6.23966 -2.54960 0.80986 0.00
C 5.13381 -1.74283 0.79604 -0.04
C 3.99731 -2.17390 0.10946 -0.33
C 3.94594 -3.41084 -0.54291 -0.04
C 5.05428 -4.21157 -0.52353 0.01
S 2.57310 -1.22840 0.14345 0.68
O 2.77398 0.15136 0.68374 -0.39
O 1.86028 -1.05147 -1.14008 -0.36
N 1.31520 -1.76163 1.04180 -0.20
C 1.36819 -1.40546 2.37305 -0.52
N 0.41214 -0.49833 2.72231 0.03
C 0.30006 -0.24101 4.03636 -0.08
C 1.15865 -0.78356 4.96283 0.00
C 2.20782 -1.55254 4.46625 -0.05
N 2.30966 -1.86277 3.18047 0.18
H 8.15915 -4.29675 0.62683 0.12
H 7.31215 -5.48120 -0.29286 0.12
H 7.13149 -2.22471 1.32934 0.13
H 5.13006 -0.78479 1.29906 0.13
H 3.04382 -3.71370 -1.06003 0.13
H 5.03322 -5.16669 -1.03150 0.13
H -0.49640 0.43287 4.32735 0.13
H 1.04566 -0.58263 6.01727 0.12
H 2.99407 -1.93140 5.10882 0.13
C -3.19224 -0.70662 0.68902 -0.24
P -2.05202 0.25104 -0.37280 0.82
C -2.60724 -0.17540 -2.05749 -0.23
C -2.57406 2.00264 -0.18113 -0.38
C -3.94356 2.26639 -0.20914 -0.08
C -4.43369 3.55736 -0.11824 -0.03
C -3.55008 4.61931 -0.00072 -0.03
C -2.18800 4.37544 0.03536 -0.08
C -1.67717 3.08022 -0.04783 -0.38
P 0.14860 2.87736 0.06391 0.83
C 0.86384 4.23079 -0.92469 -0.23
C 0.49413 3.40117 1.79499 -0.24
H -4.19663 -0.71656 0.26926 0.06
H -3.21863 -0.28443 1.69287 0.06
H -2.83506 -1.73487 0.75702 0.05
H -3.65250 0.10540 -2.17829 0.06
H -2.49736 -1.24974 -2.20932 0.06
H -2.00842 0.34440 -2.80450 0.06
H -4.64537 1.44704 -0.30964 0.11
H -5.50077 3.73183 -0.14334 0.12
H -3.91837 5.63416 0.06331 0.12
H -1.50871 5.21399 0.12815 0.11
H 0.67076 5.19661 -0.46144 0.06
H 0.45196 4.22099 -1.93288 0.06
H 1.94212 4.08635 -0.99399 0.06
H 0.04139 4.36841 2.00914 0.06
H 1.57418 3.47260 1.93496 0.06
H 0.09493 2.66497 2.49662 0.03
```

Calculated values
Spin multiplicity   4
Total charge   +2
Orbital gap (alpha / beta)   7.441 / 7.549 eV
Calculated total energy   -88222.7542 eV
HOMO energy (alpha / beta)   -13.39 / -13.40 eV
ΔE to the lowest compared entry with this formula, charge and spin   9.5 kcal/mol

***

3.
Entry from the Open Molecules 2025 dataset: the ion C20H25FN5O3S2 with charge +1 in a non-equilibrium geometry (the ωB97M-V functional and the def2-TZVPD basis).

XYZ file:
```
56
Properties=species:S:1:pos:R:3:lowdin_charge:R:1
C 5.08256 1.41146 -2.82276 -0.10
N 4.67706 2.74028 -2.42746 -0.35
S 3.89105 2.73939 -0.94890 0.66
O 3.74333 4.08829 -0.50085 -0.27
O 4.41880 1.76034 -0.04165 -0.28
C 2.25121 2.16926 -1.44611 -0.25
C 1.58480 1.29514 -0.61667 0.01
C 0.27983 0.90486 -0.92863 -0.14
C -0.33408 1.41891 -2.07165 -0.01
C 0.35335 2.29634 -2.89290 -0.03
C 1.64988 2.67838 -2.58268 -0.03
H 2.19863 3.36817 -3.20284 0.12
H -0.13174 2.69310 -3.77093 0.12
H -1.35497 1.16053 -2.30765 0.12
C -0.40088 0.02052 -0.00179 -0.19
N -0.14156 -0.02229 1.27641 0.17
N -0.96521 -0.92180 1.81327 0.05
C -1.74983 -1.44685 0.88085 -0.51
N -1.41690 -0.87270 -0.29960 0.08
C -1.95133 -1.21409 -1.56920 -0.25
C -3.31834 -1.10647 -1.79297 -0.02
C -3.83500 -1.45161 -3.02731 0.03
C -2.97132 -1.90107 -4.01394 -0.26
C -1.60591 -2.01395 -3.79904 0.03
C -1.09318 -1.66895 -2.56395 0.00
H -0.03488 -1.74982 -2.37002 0.13
H -0.96685 -2.37146 -4.58983 0.13
F -3.46757 -2.23338 -5.20646 0.10
H -4.89039 -1.37558 -3.23226 0.13
H -3.97101 -0.74561 -1.01360 0.12
S -2.94450 -2.65784 1.13763 1.06
C -3.22634 -2.46262 2.94323 -0.40
H -3.35042 -1.39698 3.12282 0.06
C -2.16288 -3.07815 3.85478 -0.23
N -1.03625 -2.17267 4.10169 -0.10
H -0.17174 -2.70322 4.14606 0.14
C -1.12407 -1.34889 5.31279 -0.17
H -1.25490 -1.96036 6.21371 0.13
C -2.27888 -0.34035 5.24073 -0.23
H -2.20487 0.33752 6.09659 0.13
O -2.29389 0.36569 4.02028 -0.07
H -1.60821 1.04287 4.03120 0.11
H -3.23975 -0.85617 5.30593 0.12
H -0.17654 -0.81034 5.39397 0.13
H -0.93892 -1.27011 2.85152 0.10
H -1.79055 -3.99775 3.39776 0.12
H -2.64708 -3.35229 4.79990 0.13
H -4.17838 -2.97087 3.09065 0.09
H 2.08147 0.92018 0.26357 0.12
C 5.69019 3.76299 -2.58686 -0.09
H 5.83891 3.95254 -3.64992 0.10
H 5.32279 4.66371 -2.10185 0.08
H 6.64333 3.47336 -2.13366 0.10
H 5.92380 1.04553 -2.22553 0.10
H 5.36244 1.42251 -3.87534 0.10
H 4.23566 0.74233 -2.68054 0.08
```

Calculated values
Total charge   +1
Orbital gap   9.150 eV
Calculated total energy   -59120.2072 eV
HOMO energy   -11.73 eV
ΔE to the lowest compared entry with this formula, charge and spin   0.0 kcal/mol

***

4.
Entry from the Open Molecules 2025 dataset: a structure of composition C20H25IN4NiO3 in a non-equilibrium geometry (the ωB97M-V functional and the def2-TZVPD basis).

XYZ file:
```
54
Properties=species:S:1:pos:R:3:lowdin_charge:R:1
C 1.03951 3.70257 0.09190 -0.28
C 1.97213 0.99284 -1.86790 -0.15
H 0.43167 4.54643 -0.26985 0.01
H 1.87582 3.49768 -0.65379 0.05
H 1.41761 4.05530 1.07813 0.04
H 1.29731 0.84094 -2.73601 0.03
H 2.69461 1.84091 -2.12425 0.04
H 2.47862 0.15106 -1.41095 0.00
C -2.36514 2.16097 -2.54611 -0.19
C -3.64191 1.86746 -3.10032 -0.05
C -3.74066 0.72166 -3.89017 -0.06
C -2.65133 -0.13044 -3.98065 -0.01
H -2.23689 3.08666 -1.94707 0.06
H -4.47612 2.55503 -2.88793 0.11
H -4.66053 0.48790 -4.40541 0.10
H -2.67336 -1.03495 -4.55184 0.09
N -1.30725 1.34567 -2.64156 0.10
C -1.48698 0.15666 -3.24171 -0.21
C -0.47892 -0.92144 -3.00654 -0.21
N 0.37094 -0.86081 -1.98661 0.02
C 1.27597 -1.75394 -1.66890 -0.15
C 0.48857 -3.12690 -3.44584 -0.06
C 1.38257 -2.93315 -2.38638 -0.04
H 1.97008 -1.52407 -0.88137 0.09
H 2.13960 -3.64136 -2.10133 0.10
C -0.44532 -2.12057 -3.77695 0.00
H -1.17291 -2.23159 -4.59544 0.10
H 0.49069 -4.06339 -4.02986 0.11
Ni 0.99798 1.77128 -0.51859 0.29
I -1.01399 2.38508 0.66705 1.15
C 1.11464 1.53617 3.62794 -0.10
C -0.08529 0.61214 3.55827 -0.20
C 0.18531 -0.75926 2.89610 -0.28
C 1.12502 -1.66435 3.75176 -0.17
C 2.52934 -1.15900 3.98432 -0.10
C -1.15637 -1.47837 2.77787 -0.39
O -1.69803 -2.09935 3.69388 0.07
N -1.78324 -1.35518 1.56306 0.20
C -1.31694 -0.76066 0.37372 -0.60
O -2.08286 -0.77474 -0.57850 0.05
N -0.06144 -0.22113 0.43278 -0.03
C 0.74531 -0.54373 1.46343 -0.45
O 1.98075 -0.59864 1.26581 -0.01
H 1.61885 1.43085 4.59290 0.07
H 0.78107 2.56911 3.51544 0.06
H 1.81983 1.30374 2.82062 0.07
H -0.49789 0.40238 4.56050 0.13
H -0.89157 1.10622 2.97659 0.01
H 0.61625 -1.83556 4.71102 0.12
H 1.17006 -2.63644 3.23663 0.13
H 2.56622 -0.39642 4.76862 0.06
H 3.15077 -2.00565 4.28979 0.08
H 2.91759 -0.76035 3.04037 0.06
H -2.71974 -1.73526 1.49332 0.16
```

Calculated values
Spin multiplicity   3
Orbital gap (alpha / beta)   6.285 / 6.131 eV
Calculated total energy   -82387.5925 eV
HOMO energy (alpha / beta)   -8.24 / -8.21 eV
ΔE to the lowest compared entry with this formula, charge and spin   188.1 kcal/mol

***

Number 4 is which compound?
C20H25IN4NiO3